The following is a DFT calculation (wB97M-V/def2-TZVPD) of a molecular structure, C38H55InNO2P2.

Highest occupied orbital energy (spin up / spin down), eV: -8.316 / -8.301
Energy, Eh: -2558.5911
Maximum force, eV/A: 6.18
Energy above the lowest of the compared OMol25 structures with the same formula, charge and spin, eV: 0.0000
Total charge: +1
E_LUMO (spin up / spin down), eV: -5.396 / -5.306
Frontier orbital gap (spin up / spin down), eV: 2.9 / 3.0

Each line ends with the Mulliken charge.
CARTESIAN COORDINATES (ANGSTROEM)
In  -0.088  1.527  -3.124  0.6721
C  -0.441  -3.796  -0.035  0.3269
C  0.888  -3.951  -0.510  0.5738
C  0.901  -2.328  1.117  0.5997
C  -0.433  -2.806  0.984  0.5732
C  1.729  -3.086  0.241  0.1220
C  -1.629  -4.562  -0.467  -1.5384
H  -1.477  -5.001  -1.459  0.3837
H  -2.520  -3.922  -0.505  0.3626
H  -1.847  -5.384  0.231  0.3505
C  -1.595  -2.346  1.771  -0.6014
H  -2.466  -2.991  1.587  0.5456
H  -1.859  -1.309  1.503  0.0912
H  -1.369  -2.360  2.851  0.0877
C  1.333  -1.236  2.014  -0.1078
H  1.360  -1.555  3.068  0.3099
H  0.630  -0.392  1.937  -0.3537
H  2.328  -0.860  1.747  0.3714
C  3.206  -3.023  0.180  -1.4038
H  3.657  -3.565  1.031  0.3518
H  3.565  -1.985  0.227  0.2978
H  3.583  -3.486  -0.744  0.3501
C  1.325  -4.894  -1.562  -1.8200
H  1.585  -5.879  -1.142  0.3107
H  2.210  -4.506  -2.081  0.4367
H  0.527  -5.045  -2.301  0.4427
C  -1.727  2.032  -4.405  -0.6016
C  -2.461  0.697  -4.361  -0.3231
C  -1.874  -0.365  -5.348  -1.4472
C  -0.356  -0.429  -5.655  -0.9907
C  0.664  0.238  -4.735  -0.1898
C  1.093  1.602  -4.966  -0.1573
C  0.336  2.492  -5.939  -1.0859
C  -1.213  2.423  -5.805  -0.9776
H  -2.378  -0.213  -6.315  0.5434
H  -0.202  -0.084  -6.697  0.3367
H  -2.205  -1.360  -5.034  0.5433
H  -1.604  1.725  -6.563  0.2504
H  -2.334  2.834  -3.942  0.8028
H  -3.513  0.858  -4.678  0.4019
H  -1.627  3.405  -6.070  0.4352
H  0.672  3.539  -5.833  0.3743
H  2.149  1.847  -4.802  0.7338
H  0.591  2.224  -6.976  0.4277
H  -0.095  -1.504  -5.669  0.4109
H  1.425  -0.460  -4.367  0.7641
P  -2.867  0.214  -2.556  0.7094
C  -4.695  0.147  -2.437  -1.1556
C  -2.299  -1.534  -2.494  -0.5654
P  2.977  1.190  -0.742  0.1749
C  1.194  1.002  -1.231  0.0654
C  3.803  -0.035  -1.850  -0.9647
C  3.250  2.705  -1.741  -0.7786
H  -4.938  0.641  -1.487  0.3570
H  -5.023  -0.904  -2.412  0.3476
H  -5.157  0.692  -3.269  0.4143
H  -1.515  -1.765  -3.227  0.2476
H  -3.148  -2.215  -2.639  0.5421
H  -1.856  -1.683  -1.498  -0.4661
H  2.596  2.721  -2.624  -0.0252
H  4.299  2.755  -2.047  0.4233
H  3.014  3.573  -1.114  0.3481
H  0.897  -0.056  -1.093  -0.1179
H  0.602  1.626  -0.524  -0.3702
H  4.832  -0.159  -1.483  0.4060
H  3.855  0.325  -2.887  0.3029
H  3.309  -1.016  -1.826  0.0726
C  3.015  0.251  6.559  -1.7516
C  1.678  -0.143  5.985  1.1750
C  1.155  -1.391  6.325  -0.8686
C  -0.085  -1.807  5.842  -1.1673
C  -0.813  -0.966  5.013  -0.9083
C  -0.297  0.292  4.643  -0.7574
N  -0.992  1.005  3.669  0.6372
C  -1.348  2.332  3.683  0.4292
C  -1.493  3.066  4.869  -0.5573
C  -1.760  4.432  4.799  -0.4656
C  -1.860  5.067  3.553  -0.6850
C  -1.759  4.321  2.370  -0.3355
C  -1.561  2.941  2.418  -0.0664
C  -1.466  2.131  1.131  0.2463
O  -1.398  2.800  0.077  -0.7614
O  -1.445  0.844  1.216  -0.7238
C  0.972  0.711  5.130  1.7491
C  1.559  2.016  4.694  -1.5311
H  3.757  0.460  5.777  0.3636
H  2.937  1.139  7.200  0.3506
H  3.406  -0.568  7.172  0.3950
H  1.736  -2.034  6.982  0.3276
H  -0.486  -2.790  6.111  0.3894
H  -1.811  -1.243  4.643  0.8760
H  -1.244  0.563  2.754  0.0111
H  -1.395  2.539  5.818  0.4816
H  -1.875  4.999  5.725  0.3921
H  -2.028  6.145  3.491  0.3756
H  -1.824  4.795  1.386  0.4079
H  1.477  2.171  3.610  0.1953
H  1.057  2.859  5.186  0.3246
H  2.619  2.073  4.954  0.4989